{
  "formula": "C30H92N7O13",
  "method": "ωB97M-V with the def2-TZVPD basis set",
  "species": ["C", "C", "O", "H", "H", "H", "H", "H", "O", "H", "H", "O", "H", "H", "O", "H", "H", "O", "H", "H", "O", "H", "H", "C", "C", "C", "O", "C", "N", "H", "H", "H", "H", "H", "H", "H", "H", "H", "H", "H", "C", "C", "C", "O", "C", "N", "H", "H", "H", "H", "H", "H", "H", "H", "H", "H", "H", "C", "C", "C", "O", "C", "N", "H", "H", "H", "H", "H", "H", "H", "H", "H", "H", "H", "C", "C", "C", "O", "C", "N", "H", "H", "H", "H", "H", "H", "H", "H", "H", "H", "H", "C", "C", "C", "O", "C", "N", "H", "H", "H", "H", "H", "H", "H", "H", "H", "H", "H", "C", "C", "C", "O", "C", "N", "H", "H", "H", "H", "H", "H", "H", "H", "H", "H", "H", "C", "C", "C", "O", "C", "N", "H", "H", "H", "H", "H", "H", "H", "H", "H", "H", "H"],
  "xyz": [[0.495944, 0.661761, -0.401136], [0.166867, 0.980971, -1.809899], [-0.405649, 2.271483, -2.035738], [1.028462, 1.474212, 0.093295], [1.107062, -0.240764, -0.409769], [-0.402761, 0.577383, 0.209854], [-0.484025, 0.179857, -2.160115], [1.103868, 0.911766, -2.362471], [-1.514432, 4.681784, -2.915456], [-1.190198, 5.481494, -2.501236], [-0.947774, 3.989001, -2.576063], [-1.602187, -2.016227, -2.157060], [-1.593476, -2.280832, -3.076913], [-1.401238, -1.080518, -2.174591], [-1.167499, 3.239576, 0.871646], [-0.398692, 3.550580, 1.349607], [-0.817571, 2.904858, 0.045965], [2.376506, 3.446534, -1.745391], [2.316450, 3.671741, -0.817005], [1.540636, 3.024779, -1.944590], [-1.935168, 2.334038, -4.298850], [-2.216537, 1.639377, -4.894244], [-1.514946, 1.872527, -3.573147], [2.816723, 6.965338, -0.044527], [2.590015, 5.850294, 1.109150], [2.292812, 6.493214, 2.471349], [3.373671, 7.283633, 2.907329], [4.226186, 6.434410, 3.597123], [1.530359, 4.895841, 0.762889], [2.137246, 7.817496, -0.059739], [2.550739, 6.539195, -1.011873], [3.846112, 7.323698, -0.050194], [3.489535, 5.235040, 1.129774], [1.941639, 5.680996, 3.107803], [1.360130, 7.048679, 2.569673], [4.964600, 7.060330, 4.098184], [4.856447, 5.923413, 2.869278], [3.840608, 5.757769, 4.359732], [1.473847, 4.120463, 1.407640], [0.658787, 5.406183, 0.761414], [0.709047, 1.335430, 4.516091], [0.432933, 2.738779, 3.963582], [0.780294, 3.928515, 4.859012], [0.437696, 3.777160, 6.297900], [-0.845287, 4.290746, 6.593585], [1.141186, 2.837897, 2.748351], [0.212460, 1.197249, 5.476510], [1.765503, 1.215185, 4.755936], [0.352860, 0.535092, 3.867477], [-0.655032, 2.691518, 3.916762], [0.560635, 4.886727, 4.388179], [1.866317, 3.971826, 4.941292], [-0.914026, 5.264542, 6.108698], [-1.164041, 4.315981, 7.635637], [-1.640849, 3.842380, 5.998486], [2.133010, 2.829786, 2.938904], [1.072552, 1.916012, 2.341515], [3.008625, -6.175914, -2.421336], [2.215155, -5.086880, -1.729730], [1.627732, -3.885647, -2.583098], [2.580507, -3.108721, -3.366636], [3.511684, -2.260646, -2.612879], [1.086499, -5.616742, -0.939151], [3.826186, -5.812992, -3.044220], [2.319957, -6.590425, -3.157552], [3.318602, -6.972401, -1.744862], [2.954187, -4.598771, -1.094373], [1.092510, -3.204119, -1.921921], [0.745462, -4.220323, -3.128707], [4.203873, -2.826569, -1.989417], [3.062755, -1.529685, -1.940383], [4.015595, -1.621142, -3.337604], [0.738612, -4.966483, -0.249059], [0.216085, -5.627158, -1.451374], [2.760121, -4.540609, 4.304257], [2.362136, -4.356647, 2.869972], [3.063485, -3.158739, 2.167695], [2.520471, -1.830428, 2.541106], [3.219601, -0.806092, 1.912922], [2.582621, -5.633682, 2.145380], [3.844272, -4.608733, 4.394166], [2.170032, -5.320613, 4.785392], [2.586926, -3.657468, 4.919216], [1.298986, -4.116291, 2.863576], [2.895541, -3.457113, 1.132868], [4.123327, -3.323387, 2.361903], [2.744347, 0.174146, 1.949620], [3.295733, -1.066006, 0.857109], [4.156417, -0.821978, 2.469916], [2.004955, -5.712322, 1.320630], [2.157167, -6.385893, 2.668117], [0.253444, -0.527591, -6.461787], [-0.460808, -1.326972, -5.366753], [-2.000877, -1.379254, -5.513186], [-2.512746, -0.028197, -5.508355], [-3.811967, 0.165062, -5.693702], [0.026458, -2.642625, -5.273747], [1.306369, -0.791691, -6.560288], [0.154900, 0.539381, -6.261889], [-0.332781, -0.728372, -7.358515], [-0.153453, -0.799957, -4.463478], [-2.510716, -1.976052, -4.756881], [-2.272070, -1.827441, -6.469053], [-3.937590, 0.329573, -6.763874], [-4.110090, 1.030853, -5.102407], [-4.463971, -0.597876, -5.268358], [0.833573, -2.697257, -4.669029], [0.185016, -3.080851, -6.169806], [-5.813654, 2.292738, -0.730248], [-4.476734, 1.663783, -0.975903], [-4.504364, 0.741302, -2.139392], [-5.404428, -0.372901, -2.050622], [-4.947949, -1.335403, -1.175197], [-3.458395, 2.644917, -1.260163], [-6.394790, 2.328415, -1.651720], [-5.851337, 3.201552, -0.129621], [-6.341559, 1.526861, -0.162052], [-4.119458, 1.120315, -0.101204], [-3.477933, 0.409685, -2.296195], [-4.832008, 1.132834, -3.102447], [-5.490996, -2.216563, -1.516861], [-5.333497, -1.252610, -0.159035], [-3.898245, -1.589297, -1.027664], [-2.617192, 2.085927, -1.263118], [-3.275261, 3.287921, -0.503117], [-1.509085, -2.319264, 2.894666], [-1.164771, -3.567802, 2.043348], [-2.502152, -4.088478, 1.344368], [-3.467025, -4.595219, 2.176196], [-2.991634, -5.727075, 2.885289], [-0.188058, -3.152594, 1.102085], [-1.673405, -1.418797, 2.302842], [-0.671563, -2.178940, 3.578009], [-2.398750, -2.432985, 3.514064], [-0.739891, -4.364107, 2.654469], [-2.273035, -4.798903, 0.550073], [-2.920873, -3.304237, 0.713700], [-2.072053, -5.549697, 3.442958], [-2.776110, -6.476811, 2.124019], [-3.716912, -6.135946, 3.588778], [0.657740, -2.742512, 1.471609], [-0.595827, -2.436565, 0.518035]],
  "atomic_forces_ev_per_a": [[-0.06, 0.07, 1.19], [-0.53, 2.88, -1.03], [0.76, -1.98, 1.26], [0.49, 0.12, -0.28], [-0.01, -0.28, 0.49], [-0.21, -0.50, 0.06], [-0.21, -0.23, -0.47], [0.33, -0.36, -0.50], [-0.36, 1.03, -0.19], [0.11, 0.17, 0.12], [0.29, -0.96, 0.11], [-0.16, -0.59, 0.46], [0.11, -0.17, -0.31], [0.08, 0.39, 0.00], [-0.58, 0.19, 0.77], [0.15, -0.04, 0.14], [0.20, -0.19, -1.26], [1.17, -0.09, -0.29], [-0.37, 0.40, 0.26], [-1.12, -0.16, -0.20], [-0.58, 0.22, -0.93], [0.31, -0.02, -0.01], [0.61, 0.34, 0.90], [-0.60, -1.33, 0.44], [-0.77, 1.21, -1.34], [-0.68, -0.28, -0.94], [-1.36, -0.60, 1.09], [2.72, 0.74, 0.08], [0.43, 1.15, -0.67], [-0.06, 0.16, 0.95], [0.55, -0.58, -0.03], [-0.11, -0.02, 0.02], [0.31, 0.31, 0.34], [1.17, -0.42, 0.74], [0.01, 0.85, -1.12], [-0.06, 0.22, 0.30], [-0.12, -0.80, 0.01], [-0.64, 0.00, -0.25], [-0.10, 0.26, 0.26], [-0.43, -0.29, -0.22], [0.18, 0.39, 1.84], [-1.14, -1.24, 2.41], [1.49, -1.02, 1.88], [-0.29, 0.12, -1.39], [-0.71, 0.74, -1.83], [0.35, -0.09, -1.61], [-0.19, -0.04, 0.09], [0.26, -0.18, -0.28], [0.12, 0.21, -0.30], [-0.23, 0.61, -1.16], [-0.94, 0.07, 0.37], [0.34, -0.18, -0.13], [0.17, 0.84, 0.76], [0.73, -0.16, -0.01], [-0.14, -1.07, 0.22], [0.48, 0.48, 0.47], [-0.49, -0.10, -0.82], [-1.22, -0.08, -1.26], [-0.34, 1.87, 0.09], [0.98, -0.01, 0.78], [-0.07, -0.07, 0.78], [-0.91, -0.31, -0.40], [0.11, -0.28, 0.36], [0.21, 0.26, 0.42], [-0.04, -0.59, -0.11], [0.03, 0.24, 0.06], [-0.29, 0.01, 0.77], [0.43, 0.20, 0.73], [0.58, -0.27, -1.19], [0.18, -0.28, -0.34], [-0.84, -0.18, 0.09], [0.21, -0.51, -0.17], [0.70, 0.73, 0.66], [0.07, -0.59, -1.08], [0.34, 0.92, 0.72], [-1.03, 0.48, 0.15], [-0.79, -0.85, 0.46], [-0.95, -3.03, 0.14], [0.83, -0.40, -0.23], [0.12, 0.42, -0.02], [0.07, -0.93, -0.01], [0.48, -0.37, -0.03], [-0.48, 0.36, -0.27], [-0.16, 0.10, 0.05], [0.02, 1.01, -0.60], [0.34, 0.83, 0.10], [-0.34, -0.25, 0.46], [0.59, 0.27, -0.21], [0.68, 0.80, -0.73], [0.09, 0.60, -0.72], [0.33, -0.11, 0.75], [-1.35, 0.42, -0.16], [-0.02, 1.41, 0.11], [0.10, 1.67, -0.47], [4.09, -1.84, 1.15], [-2.76, 0.57, -0.27], [-0.02, -1.90, 0.67], [-0.16, -0.13, 0.03], [0.09, 0.06, -0.07], [0.50, 0.04, -0.61], [-0.59, -0.11, 0.50], [0.14, 0.01, 0.32], [0.14, -0.26, -0.37], [-1.01, -0.01, -0.17], [0.00, 0.48, -0.43], [-0.04, -0.64, -0.33], [0.27, -0.15, -0.37], [0.20, 0.00, 0.05], [-1.13, -1.26, 0.51], [0.29, 1.39, 0.63], [-0.41, -0.95, -1.48], [1.30, 0.98, 0.21], [-1.60, -2.15, 1.09], [0.43, -0.09, -0.48], [0.13, 0.69, -0.10], [0.30, 0.09, -0.33], [-0.47, 0.07, 0.29], [-0.54, -0.63, 0.43], [0.21, -0.44, -0.12], [0.22, 1.07, 0.37], [0.42, -0.62, 0.00], [-0.14, 0.71, 0.41], [0.37, 0.57, -0.93], [0.91, 0.49, -0.72], [-0.41, 0.14, 0.26], [-0.21, -0.87, 0.97], [-2.03, 1.06, 0.57], [2.10, 0.68, -1.37], [-0.66, -0.06, 1.73], [0.07, -0.37, -0.54], [0.59, -0.58, -2.17], [0.21, -0.15, -0.29], [0.09, 0.41, 0.02], [-0.13, -0.22, 0.07], [-0.10, 0.07, 0.10], [0.58, -0.73, 0.07], [-0.26, 0.58, 0.55], [-0.04, 0.21, 0.05], [0.16, -0.48, 0.10], [-0.32, 0.40, -0.25], [-0.13, 0.04, 0.57], [0.01, 0.10, -0.42]],
  "lowdin_charge": [-0.116, -0.437, -0.347, 0.051, 0.057, 0.071, 0.053, 0.096, -0.077, 0.009, -0.031, -0.048, -0.001, -0.012, -0.061, -0.029, -0.013, -0.080, -0.029, -0.021, -0.059, -0.024, -0.020, -0.027, -0.363, -0.234, -0.144, -0.141, 0.029, 0.064, 0.063, 0.063, 0.127, 0.073, 0.130, 0.085, 0.086, 0.085, 0.008, 0.086, -0.047, -0.436, -0.144, -0.181, -0.128, 0.027, 0.075, 0.084, 0.077, 0.142, 0.112, 0.113, 0.077, 0.088, 0.079, 0.102, 0.065, -0.063, -0.417, -0.173, -0.210, -0.067, 0.036, 0.074, 0.073, 0.075, 0.105, 0.102, 0.105, 0.075, 0.067, 0.087, 0.020, 0.064, -0.072, -0.444, -0.150, -0.202, -0.118, 0.063, 0.080, 0.077, 0.078, 0.093, 0.101, 0.124, 0.071, 0.080, 0.093, 0.029, 0.064, -0.039, -0.454, -0.130, -0.224, -0.164, 0.050, 0.078, 0.081, 0.074, 0.131, 0.109, 0.123, 0.100, 0.082, 0.099, 0.047, 0.085, -0.050, -0.475, -0.196, -0.162, -0.163, 0.073, 0.081, 0.077, 0.068, 0.134, 0.115, 0.121, 0.086, 0.077, 0.066, 0.039, 0.066, -0.044, -0.411, -0.215, -0.163, -0.096, 0.057, 0.078, 0.067, 0.072, 0.102, 0.114, 0.120, 0.073, 0.090, 0.089, 0.047, 0.070],
  "multiplicity": 1,
  "e_homo_ha": -0.179,
  "relative_energy_kcal_mol": 75.0,
  "charge": -1,
  "fmax_ha_per_bohr": 0.0901,
  "gap_ev": 6.96
}

{
  "formula": "C12H19NO",
  "method": "ωB97M-V with the def2-TZVPD basis set",
  "species": ["C", "C", "N", "C", "C", "C", "O", "H", "H", "H", "H", "H", "H", "H", "H", "H", "H", "H", "C", "C", "C", "C", "C", "C", "C", "H", "H", "H", "H", "H", "H", "H", "H"],
  "xyz": [[0.532915, 0.003669, -2.451490], [0.802712, 0.863883, -1.248835], [1.668934, 0.253126, -0.201208], [1.964291, -1.151202, -0.263827], [2.627649, 1.073164, 0.389890], [2.580714, 2.582582, 0.153471], [3.425902, 0.597931, 1.173716], [1.404365, -0.383413, -2.998454], [-0.016113, 0.458563, -3.272119], [0.123582, -0.936624, -2.133727], [0.993229, 1.889005, -1.514248], [-0.108477, 1.018736, -0.632055], [2.379373, -1.697009, -1.116828], [2.341553, -1.431408, 0.721370], [0.933107, -1.594812, -0.143417], [2.849936, 2.898391, -0.850686], [1.647888, 3.069497, 0.411674], [3.443447, 2.863984, 0.752960], [-1.013678, 0.431032, 2.521203], [-1.750668, -0.354426, 1.474400], [-2.788498, 0.154458, 0.710625], [-3.391274, -0.572413, -0.300339], [-2.937287, -1.882529, -0.565583], [-1.743163, -2.291222, -0.015901], [-1.159970, -1.526808, 1.006046], [-1.346358, 0.224054, 3.533314], [-1.147317, 1.522800, 2.462051], [0.066702, 0.307378, 2.470024], [-3.189463, 1.149653, 0.887825], [-4.312698, -0.219932, -0.745318], [-3.406152, -2.137811, -1.519862], [-1.168821, -3.198041, -0.197798], [-0.306368, -1.984270, 1.503123]],
  "atomic_forces_ev_per_a": [[0.95, -0.93, -0.76], [-1.70, -0.24, 1.63], [2.16, 2.05, -1.97], [-3.28, -1.64, 1.86], [-0.98, -0.64, -0.05], [1.10, -0.53, 0.12], [0.38, 0.24, -0.04], [0.56, 0.62, 0.43], [-0.59, 0.24, 0.50], [-1.01, -0.27, 0.03], [1.14, 0.17, -0.13], [-0.38, -0.31, -0.96], [0.64, 0.94, 0.00], [0.86, 0.01, -0.51], [0.94, -0.03, -0.57], [-0.18, -0.33, -0.35], [-0.05, -0.02, 0.33], [-0.40, 0.67, 0.35], [-0.15, 1.11, 0.43], [1.61, 0.25, -0.90], [-0.95, 0.72, 0.11], [0.25, -1.13, 1.46], [-0.38, 2.23, -2.14], [0.71, -0.16, 1.15], [-1.03, -0.87, 0.36], [0.00, -0.45, 0.20], [-0.27, -0.27, -0.43], [0.00, -0.41, -0.02], [0.18, -0.03, 0.31], [0.24, 0.15, -0.31], [0.34, -1.53, 0.49], [-0.65, -0.07, -0.65], [-0.03, 0.46, 0.04]],
  "nbo_charge": [-0.639, -0.227, -0.447, -0.445, 0.690, -0.731, -0.622, 0.210, 0.228, 0.219, 0.210, 0.198, 0.204, 0.245, 0.199, 0.226, 0.230, 0.249, -0.638, -0.030, -0.208, -0.198, -0.237, -0.223, -0.203, 0.224, 0.215, 0.229, 0.206, 0.212, 0.220, 0.218, 0.212],
  "multiplicity": 1,
  "e_homo_ha": -0.328,
  "relative_energy_kcal_mol": 35.8,
  "smiles": "CCN(C)C(C)=O.Cc1ccccc1",
  "fmax_ha_per_bohr": 0.0800,
  "gap_ev": 9.70
}